Entry 1
Formula: C4H14N2O
Source: the OMol25 dataset
Level of theory: ωB97M-V/def2-TZVPD

As for the LUMO energy: -0.241 Ha. The charge is +2. Its HOMO energy is -18.47 eV.

Last column: Löwdin charge in e.
Cartesian coordinates (Å):
C: 1.67663 -0.30291 -0.36087  -0.109
C: 0.53932 -0.70488 -1.28323  -0.155
C: -0.73730 -1.16587 -0.65653  -0.061
C: -1.94988 -0.69628 -0.87874  -0.057
N: -3.13045 -1.34766 -0.26324  0.219
N: 1.53236 1.12115 0.14543  0.192
H: 1.76721 -0.94398 0.50561  0.140
H: 2.61732 -0.33325 -0.90937  0.146
H: 0.32204 0.05553 -2.03700  0.135
H: 0.92290 -1.51784 -1.90077  0.147
H: -0.66564 -1.98559 0.05467  0.136
H: -2.20793 0.04911 -1.61171  0.140
H: -2.83263 -2.18104 0.25796  0.177
H: -3.57532 -0.73332 0.42742  0.187
H: -3.83600 -1.66394 -0.93439  0.190
H: 1.18080 1.64782 -0.65933  0.171
H: 0.84557 1.23294 0.89610  0.143
H: 2.39145 1.53585 0.51452  0.160
H: 2.03762 3.35186 2.80488  0.076
H: 1.39376 2.09659 3.35669  0.067
O: 1.70820 2.48572 2.53187  -0.045


Entry 2
Formula: C4H14N2O
Source: the OMol25 dataset
Level of theory: ωB97M-V/def2-TZVPD

As for the LUMO energy: -0.255 Ha. The charge is +2. Its HOMO energy is -18.14 eV.

Last column: Löwdin charge in e.
Cartesian coordinates (Å):
C: 0.47592 -0.15035 1.09352  -0.099
C: 0.26421 -0.23651 -0.40541  -0.171
C: -1.15161 -0.54652 -0.84162  -0.082
C: -1.74199 -1.59585 -0.32651  0.037
N: -3.17171 -2.32839 -0.98694  0.200
N: 1.69601 0.85385 1.29258  0.160
H: -0.17559 0.23766 1.91726  0.154
H: 0.60645 -1.16831 1.48809  0.133
H: 0.41318 0.71102 -1.02329  0.149
H: 0.94114 -0.94921 -0.96283  0.163
H: -1.60550 0.07047 -1.54056  0.112
H: -1.48825 -2.17441 0.59427  0.138
H: -3.77065 -2.61264 -0.18192  0.161
H: -3.74495 -1.50433 -1.31138  0.168
H: -2.89073 -3.06619 -1.71189  0.197
H: 2.56143 0.45353 0.75316  0.211
H: 1.55539 1.71410 0.81443  0.068
H: 2.11605 1.15562 2.24500  0.219
H: 2.12918 3.57055 0.56622  0.133
H: 3.01517 3.73695 -0.80926  0.072
O: 2.94855 3.16529 -0.01209  -0.122


Stability check: which of them is most stable? entry 1.


Entry 1
Formula: C2H5NO2
Source: the OMol25 dataset
Level of theory: ωB97M-V/def2-TZVPD

As for the LUMO energy (spin up / spin down): 0.024 / 0.016 Ha. The charge is 0. Its HOMO energy (spin up / spin down) is -8.57 / -7.98 eV.

Last column: Löwdin charge in e.
Cartesian coordinates (Å):
C: 1.26077 -0.11483 0.64067  -0.267
C: -1.36686 0.49364 -0.37514  -0.055
N: 1.01805 0.68079 -0.47978  0.033
O: 1.13144 -0.65431 -0.60429  -0.126
O: -1.34188 -0.71437 -0.01002  -0.010
H: 2.32818 -0.04801 0.97159  0.128
H: 0.52867 -0.42018 1.30815  0.087
H: -1.46404 0.63164 -1.38472  0.071
H: -1.62617 1.18928 0.28799  0.056
H: -0.46815 -1.04365 -0.35445  0.082


Entry 2
Formula: C2H5NO2
Source: the OMol25 dataset
Level of theory: ωB97M-V/def2-TZVPD

As for the LUMO energy: 0.017 Ha. The charge is 0. Its HOMO energy is -8.36 eV.

Last column: Löwdin charge in e.
Cartesian coordinates (Å):
N: 1.24543 0.03091 -0.45417  0.079
C: 0.14640 -0.76591 0.39705  -0.452
O: 0.39926 -1.85531 0.84388  0.081
C: -1.03870 -0.07848 -0.06655  -0.229
O: -1.08057 1.33665 0.05957  -0.089
H: 2.03243 -0.56513 -0.71001  0.111
H: 1.54977 0.91922 -0.05521  0.104
H: 0.10240 0.02220 -1.07983  0.197
H: -1.99465 -0.58785 0.10301  0.109
H: -1.36176 1.54370 0.96227  0.088


Entry 3
Formula: C2H5NO2
Source: the OMol25 dataset
Level of theory: ωB97M-V/def2-TZVPD

As for the LUMO energy: 0.034 Ha. Its SMILES is C=CNOO. The charge is 0. Its HOMO energy is -9.80 eV.

Last column: Löwdin charge in e.
Cartesian coordinates (Å):
C: -1.63787 -0.22204 0.15165  -0.001
C: -0.53955 -0.47620 -0.44229  -0.119
N: 0.79202 -0.75894 0.44118  -0.076
O: 1.85805 1.32364 -0.06190  -0.014
O: 1.35770 0.29186 0.92022  -0.158
H: -2.56746 -0.11832 -0.34439  0.055
H: -1.55654 0.01536 1.19686  0.073
H: -0.36582 -0.62530 -1.51879  0.102
H: 1.44652 -1.36458 -0.11197  0.130
H: 1.21295 1.93452 -0.23057  0.009


Stability check: which of them is most stable? entry 2.